ORCA calculation (ωB97M-V with the def2-TZVPD basis set) on C25H36NO2Pb as an isolated structure at a distorted geometry.

Geometry (Å):
O: -0.514 -1.989 -2.167
C: 0.453 -3.095 -2.526
C: -0.589 -4.061 -3.053
H: 0.972 -3.523 -1.649
H: 1.169 -2.754 -3.312
C: -1.522 -2.840 -2.865
H: -0.836 -4.877 -2.344
H: -0.391 -4.451 -4.069
C: -2.705 -3.116 -1.969
H: -2.373 -3.366 -0.956
H: -3.302 -3.953 -2.355
H: -3.377 -2.255 -2.011
C: -1.985 -2.290 -4.207
H: -1.118 -2.132 -4.859
H: -2.544 -1.360 -4.050
H: -2.652 -3.015 -4.708
Pb: -0.094 1.034 -0.730
C: 1.553 3.654 -1.636
C: 2.744 3.149 -1.071
C: 2.938 1.829 -1.534
H: 3.442 3.728 -0.466
C: 1.854 1.484 -2.393
C: 0.984 2.645 -2.468
H: 0.151 2.773 -3.161
H: 1.197 4.685 -1.538
H: 3.832 1.219 -1.390
H: 1.777 0.579 -2.992
C: -2.166 3.707 0.750
C: -2.315 3.514 -0.649
C: -3.003 2.289 -0.859
H: -1.997 4.214 -1.427
C: -3.253 1.705 0.420
C: -2.752 2.596 1.410
H: -2.854 2.496 2.488
H: -1.765 4.582 1.259
H: -3.353 1.897 -1.818
H: -3.766 0.770 0.611
O: 0.052 -3.912 1.198
C: 0.587 -2.609 0.790
C: 2.133 -2.667 1.025
H: 0.134 -1.863 1.480
H: 0.269 -2.308 -0.228
C: 2.327 -3.785 2.093
H: 2.634 -1.754 1.423
H: 2.588 -2.844 0.032
C: 0.837 -4.161 2.426
H: 2.802 -3.406 3.025
H: 2.938 -4.610 1.683
H: 0.513 -3.408 3.201
H: 0.674 -5.190 2.813
C: 1.081 4.708 1.735
C: 0.772 3.485 2.472
C: 0.929 3.395 3.892
C: 0.674 2.072 4.225
C: 0.382 1.391 3.005
C: 0.060 -0.039 2.911
N: 0.399 2.268 1.942
H: 0.768 5.566 2.349
H: 0.622 4.738 0.744
H: 2.166 4.831 1.577
H: 1.209 4.202 4.567
H: 0.634 1.619 5.207
H: 0.675 -0.539 2.132
H: 0.334 -0.511 3.877
H: -1.028 -0.142 2.701

The energy above the lowest of the compared OMol25 structures with the same formula, charge and spin comes out at 74.35 kJ/mol. The gap between HOMO and LUMO (spin up / spin down) comes out at 6.5 / 5.7 eV. The value obtained for the LUMO energy (spin up / spin down) is -4.6 / -5.4 eV. As for the charge: +1.